Entry a
Below is a cluster of 9 separate species, C27H50FN2O18 in total, with properties calculated with ωB97M-V with the def2-TZVPD basis set.

Its charge is -1. Its LUMO energy is 2.487 eV. The calculation puts the orbital gap at 9.023 eV. For the HOMO energy, the calculation gives -0.2402 Eh.

Each line ends with the Löwdin charge.
Positions of all 98 atoms, in Å:
F  0.03722  0.15203  0.18045  -0.551
C  1.60431  -0.36213  3.21400  0.001
C  1.78739  -1.50946  2.21636  -0.303
C  2.86317  -1.35881  1.16255  -0.088
O  3.47207  -2.63043  1.15706  0.085
C  3.07729  -3.35521  2.15661  -0.628
O  3.59314  -4.36649  2.51621  0.137
O  2.08922  -2.75381  2.84062  0.092
H  0.86525  -0.58623  3.96132  0.071
H  1.25820  0.50671  2.71094  0.047
H  2.53226  -0.23897  3.84338  0.106
H  0.82614  -1.71450  1.79967  0.111
H  3.65017  -0.66359  1.33681  0.115
H  2.40151  -1.00590  0.24417  0.105
C  6.12607  -0.72554  -1.09153  -0.057
O  5.28366  0.35113  -1.35895  -0.006
C  4.10607  0.12586  -1.93612  -0.414
O  3.57158  -1.14882  -2.38228  -0.114
O  3.42855  1.21437  -2.17610  0.013
C  1.99256  1.07493  -2.48798  -0.002
H  5.57763  -1.68567  -1.00070  0.105
H  6.54739  -0.40733  -0.09562  0.114
H  6.95943  -0.71925  -1.78331  0.088
H  1.64944  0.16861  -1.92235  0.091
H  1.73583  1.05742  -3.54622  0.091
H  1.46600  1.92656  -2.16404  0.046
C  -1.37792  2.31337  -1.51140  -0.046
O  -1.68290  3.65791  -1.15758  0.003
C  -1.39595  4.71886  -1.89234  -0.419
O  -0.87085  4.74644  -3.20891  -0.085
O  -1.72340  5.84038  -1.29775  0.021
C  -1.63662  7.05921  -1.94716  -0.073
H  -1.98232  1.54059  -0.95943  0.079
H  -0.34567  2.04002  -1.21240  0.060
H  -1.44804  2.21967  -2.59182  0.068
H  -1.92907  7.87085  -1.32462  0.083
H  -2.27422  7.07438  -2.85020  0.112
H  -0.68209  7.40080  -2.22817  0.080
C  -5.65307  -3.85496  3.65144  -0.062
O  -4.26352  -3.70563  3.44355  -0.002
C  -3.89070  -3.17500  2.26633  -0.407
O  -4.76645  -2.77249  1.25301  -0.063
O  -2.58834  -3.06521  2.08949  0.033
C  -2.10317  -2.42365  0.99651  -0.090
H  -6.36423  -3.04465  3.40870  0.110
H  -5.68805  -4.09670  4.67940  0.073
H  -5.89505  -4.79728  3.16719  0.097
H  -2.11879  -1.32528  1.15855  0.100
H  -2.56369  -2.66558  0.07904  0.066
H  -1.09155  -2.64848  0.95218  0.053
C  -2.04424  -6.15567  -3.31353  0.008
O  -0.80985  -5.35159  -3.25451  -0.018
C  -0.46685  -4.77431  -2.08503  -0.401
O  -1.37014  -4.74831  -0.99862  -0.064
O  0.67455  -4.09460  -2.12728  0.019
C  0.97774  -3.36909  -0.99886  -0.064
H  -1.88625  -6.89489  -2.54614  0.093
H  -2.08190  -6.58104  -4.27973  0.079
H  -2.88020  -5.58245  -3.07971  0.072
H  0.91100  -4.12501  -0.19543  0.117
H  0.32560  -2.49593  -0.84395  0.088
H  2.00138  -3.01904  -1.02894  0.084
C  5.51945  3.34492  3.77324  -0.024
O  4.17405  3.58783  3.33536  0.025
C  3.71989  2.97663  2.29713  -0.479
O  4.46860  1.96055  1.66431  -0.086
O  2.55903  3.37256  1.87084  0.013
C  1.98323  2.92099  0.66440  -0.032
H  5.81934  4.01499  4.57025  0.088
H  6.17650  3.40581  2.90966  0.095
H  5.58429  2.35602  4.21672  0.094
H  2.00190  1.82895  0.61270  0.082
H  2.50573  3.39457  -0.17818  0.109
H  0.93959  3.21079  0.56148  0.072
C  -1.69107  0.42443  -4.47814  -0.093
C  -1.93246  -0.98934  -3.92912  -0.227
C  -1.75576  -1.11106  -2.43441  -0.175
C  -2.95852  -0.57609  -1.81550  -0.225
N  -3.93398  -0.13565  -1.32422  0.181
H  -2.37169  1.06289  -4.06659  0.025
H  -1.87280  0.64199  -5.52607  0.076
H  -0.68377  0.81755  -4.29727  0.072
H  -1.32349  -1.66749  -4.51889  0.106
H  -2.98263  -1.23678  -4.10561  0.110
H  -0.84498  -0.59516  -2.10277  0.106
H  -1.70611  -2.11238  -2.09777  0.085
C  -3.61784  1.11919  1.92350  -0.099
C  -2.87151  2.31078  2.42752  -0.276
C  -1.40525  2.43582  2.07654  -0.191
C  -0.74950  3.56369  2.74304  -0.222
N  -0.15909  4.44143  3.21893  0.141
H  -3.75479  0.35406  2.70582  0.086
H  -3.23683  0.79639  0.94305  0.045
H  -4.59634  1.46758  1.68939  0.060
H  -2.94243  2.30150  3.50622  0.102
H  -3.38928  3.24215  2.17998  0.111
H  -1.23456  2.53743  1.01294  0.072
H  -0.95366  1.47133  2.36467  0.118

Entry b
Below is a cluster of 9 separate species, C27H50FN2O18 in total, with properties calculated with ωB97M-V with the def2-TZVPD basis set.

Its charge is -1. Its LUMO energy is 2.411 eV. The calculation puts the orbital gap at 9.165 eV. For the HOMO energy, the calculation gives -0.2482 Eh.

Each line ends with the Löwdin charge.
Positions of all 98 atoms, in Å:
F  -8.21200  -12.06100  -8.80400  -0.519
C  -11.17200  -9.71100  -8.86500  0.002
C  -11.34400  -10.77000  -9.92600  -0.315
C  -11.38400  -12.14200  -9.29800  -0.087
O  -12.46600  -12.75500  -10.00300  0.058
C  -13.21300  -11.86300  -10.66000  -0.560
O  -14.27800  -12.09800  -11.17500  0.126
O  -12.61300  -10.67400  -10.52900  0.096
H  -10.23800  -9.88000  -8.29600  0.083
H  -12.00800  -9.80400  -8.18100  0.081
H  -11.31300  -8.74100  -9.29800  0.079
H  -10.62700  -10.77700  -10.71900  0.137
H  -11.64800  -12.07800  -8.23900  0.121
H  -10.48900  -12.71000  -9.51200  0.097
C  -13.44600  -15.57400  -7.76400  0.003
O  -12.27000  -14.87200  -7.28700  0.003
C  -11.08900  -15.10300  -7.83700  -0.486
O  -10.88600  -15.89200  -8.97900  -0.075
O  -10.12500  -14.48400  -7.23300  0.010
C  -8.80000  -14.67500  -7.75300  -0.041
H  -13.59900  -15.11700  -8.67600  0.063
H  -14.28100  -15.37900  -7.14600  0.081
H  -13.22800  -16.64600  -7.92000  0.108
H  -8.09100  -14.06300  -7.16800  0.077
H  -8.72400  -14.33500  -8.82100  0.076
H  -8.60300  -15.72500  -7.67000  0.086
C  -5.97000  -12.12600  -6.38200  -0.029
O  -5.51500  -11.30800  -5.27300  0.008
C  -5.03400  -11.91600  -4.18700  -0.418
O  -4.85700  -13.33400  -4.01500  -0.102
O  -4.74100  -11.03600  -3.26200  -0.006
C  -4.23000  -11.44700  -1.98900  -0.028
H  -5.26200  -12.77800  -6.82100  0.063
H  -6.29200  -11.60900  -7.31600  0.085
H  -6.78800  -12.64400  -5.95900  0.060
H  -3.21300  -11.85500  -2.14900  0.105
H  -4.90800  -12.17700  -1.54600  0.099
H  -4.10900  -10.54300  -1.41700  0.085
C  -7.53700  -8.03400  -14.93100  -0.076
O  -6.96700  -8.41500  -13.75200  -0.011
C  -7.51100  -9.21600  -12.85900  -0.397
O  -8.65900  -9.88500  -13.14900  -0.031
O  -6.88000  -9.37500  -11.63500  -0.028
C  -7.37700  -10.41900  -10.82700  -0.090
H  -7.10300  -7.09300  -15.32600  0.104
H  -8.55200  -7.85000  -14.76700  0.072
H  -7.33100  -8.92100  -15.60400  0.126
H  -7.49100  -11.32800  -11.38200  0.066
H  -8.41500  -10.17100  -10.51700  0.084
H  -6.76600  -10.47000  -9.92700  0.056
C  -6.65200  -14.55300  -15.43900  -0.079
O  -7.45600  -15.14400  -14.44700  -0.044
C  -7.80100  -14.42000  -13.30900  -0.327
O  -6.97700  -13.31000  -12.95800  -0.071
O  -8.90800  -14.87300  -12.71500  0.032
C  -9.45300  -14.01400  -11.72900  -0.032
H  -6.96800  -13.52200  -15.68000  0.104
H  -6.78300  -15.12500  -16.35900  0.090
H  -5.62600  -14.57500  -15.13000  0.083
H  -9.77000  -13.18400  -12.26200  0.081
H  -8.78800  -13.67100  -10.95900  0.068
H  -10.31500  -14.42700  -11.16900  0.102
C  -13.36000  -9.76600  -3.85300  -0.095
O  -12.01300  -9.56700  -4.05900  0.014
C  -11.44600  -10.35200  -4.95200  -0.427
O  -12.22800  -11.10100  -5.85400  -0.079
O  -10.15600  -10.15600  -5.14000  0.012
C  -9.37600  -11.08500  -5.98100  0.002
H  -13.75100  -9.00000  -3.16200  0.098
H  -13.53400  -10.75200  -3.40600  0.099
H  -13.96500  -9.74600  -4.79400  0.108
H  -8.98600  -11.95500  -5.38500  0.113
H  -8.54000  -10.63500  -6.44100  0.035
H  -10.01700  -11.51400  -6.77100  0.067
C  -3.67100  -15.45300  -9.06000  -0.115
C  -5.13500  -14.94300  -9.15700  -0.196
C  -5.25000  -13.60000  -10.01200  -0.170
C  -4.31100  -12.56900  -9.62000  -0.257
N  -3.55200  -11.73800  -9.34100  0.146
H  -3.04000  -14.93700  -8.39300  0.051
H  -3.18300  -15.67200  -9.98000  0.059
H  -3.60900  -16.44500  -8.60100  0.065
H  -5.51000  -14.73600  -8.12000  0.102
H  -5.79700  -15.71500  -9.58700  0.106
H  -6.27400  -13.20800  -9.71200  0.106
H  -5.18400  -13.62100  -11.07000  0.085
C  -5.12600  -8.30400  -9.16900  -0.107
C  -5.86800  -8.18900  -7.87200  -0.280
C  -7.33100  -8.53900  -7.89000  -0.182
C  -7.88000  -7.91300  -6.68000  -0.225
N  -8.23700  -7.39000  -5.70600  0.146
H  -5.86800  -7.79900  -9.84400  0.086
H  -5.12200  -9.33600  -9.49300  0.041
H  -4.18000  -7.82500  -9.21500  0.066
H  -5.61100  -7.13900  -7.55600  0.129
H  -5.31000  -8.83800  -7.16700  0.115
H  -7.57400  -9.56600  -8.00400  0.070
H  -7.77500  -8.03600  -8.69700  0.104

Computed energies relative to the best structure, in eV: entry a 0.306; entry b 0.000

Entry a
Below is a cluster of 21 separate species, H42O21 in total, with properties calculated with ωB97M-V with the def2-TZVPD basis set.

Its charge is 0. Its LUMO energy is -0.257 eV. The calculation puts the orbital gap at 10.062 eV. For the HOMO energy, the calculation gives -0.3792 Eh.

Each line ends with the Löwdin charge.
Positions of all 63 atoms, in Å:
O  -1.69398  -0.04388  -1.64277  -0.088
H  -0.92999  -0.61823  -1.77754  0.008
H  -1.70569  0.41737  -2.53346  0.024
O  -3.25007  2.62535  1.50439  -0.047
H  -3.31958  3.34840  0.88472  0.044
H  -3.01374  2.78366  2.41967  0.049
O  2.16546  2.80897  -2.37653  -0.050
H  3.09938  3.01893  -2.49191  0.079
H  1.78464  2.53442  -3.22076  0.073
O  1.17843  -1.35619  -4.19359  -0.071
H  0.32186  -1.78363  -4.47031  0.055
H  0.88714  -0.97876  -3.35582  0.011
O  -1.14130  1.63591  3.42930  -0.081
H  -0.31642  2.12732  3.52361  -0.079
H  -1.50183  1.56330  4.31815  0.057
O  -1.58180  -2.49872  -3.22798  -0.051
H  -1.42923  -3.17086  -3.89138  0.041
H  -2.33576  -2.61722  -2.64486  0.043
O  -2.50090  -1.89848  3.91315  -0.070
H  -1.92467  -2.13658  3.17576  -0.001
H  -3.01095  -1.16368  3.54771  0.008
O  1.07446  4.43546  -0.65391  -0.081
H  1.40601  3.98271  -1.46572  -0.003
H  0.82335  3.64862  -0.12295  0.020
O  1.07519  2.14331  3.63081  0.002
H  1.20857  1.47554  2.93050  0.067
H  1.37376  1.81786  4.48348  0.089
O  -1.40036  1.90812  -3.27119  -0.092
H  -0.47122  2.12080  -3.11745  0.030
H  -1.71332  2.43194  -2.45646  0.026
O  2.13651  -0.66724  0.27343  -0.060
H  1.53148  -0.29180  0.93561  0.000
H  1.48379  -1.03092  -0.34145  0.031
O  3.50286  -0.61092  3.31166  -0.045
H  2.69513  -0.60041  3.82794  0.022
H  3.93307  -1.46841  3.34229  0.045
O  0.28560  -2.20438  2.20947  -0.039
H  0.50898  -2.95692  1.64692  0.003
H  0.98141  -1.56532  2.04613  -0.006
O  -4.30376  -1.30161  -0.52222  -0.064
H  -4.89385  -1.87164  -0.02392  0.042
H  -3.53568  -1.03207  -0.00539  0.014
O  -4.24605  0.36378  1.78323  -0.071
H  -4.88568  0.05992  1.13604  0.022
H  -3.50331  0.77809  1.32797  0.003
O  4.18594  -2.27102  -0.56335  -0.081
H  4.56416  -1.50675  -0.13397  0.027
H  3.30619  -2.56829  -0.35213  -0.007
O  0.73479  -4.90347  0.84111  -0.049
H  0.09605  -5.09074  1.54921  0.059
H  0.23578  -4.94687  0.01856  0.045
O  3.62274  0.88957  -2.24470  -0.063
H  4.21905  0.13860  -2.16966  0.043
H  2.78844  0.68704  -1.81562  0.016
O  -1.35989  3.09801  -1.09372  -0.040
H  -2.25760  3.02256  -0.74929  0.062
H  -0.70997  3.52940  -0.51845  0.042
O  2.25712  -2.61081  -2.07917  -0.056
H  2.61777  -2.10276  -2.80279  0.034
H  1.94716  -3.49972  -2.23102  0.056
O  0.08036  1.28881  0.97468  -0.058
H  -0.77329  1.33611  1.44818  0.030
H  -0.40274  1.34841  0.12778  0.029

Entry b
Below is a cluster of 21 separate species, H42O21 in total, with properties calculated with ωB97M-V with the def2-TZVPD basis set.

Its charge is 0. Its LUMO energy is -0.318 eV. The calculation puts the orbital gap at 10.147 eV. For the HOMO energy, the calculation gives -0.3846 Eh.

Each line ends with the Löwdin charge.
Positions of all 63 atoms, in Å:
O  0.73643  -5.29587  1.59861  -0.124
H  0.36738  -4.59948  0.96027  0.039
H  -0.08124  -5.16402  2.21172  0.099
O  1.38807  1.48028  0.04733  0.003
H  0.59216  1.99316  0.05749  0.048
H  1.11046  0.60551  -0.00723  0.017
O  -4.34269  1.28542  2.98193  -0.032
H  -4.58693  0.38802  2.79008  0.013
H  -3.74736  0.87721  3.59703  0.023
O  -3.76681  -2.47885  1.66472  -0.015
H  -3.64454  -2.70362  2.50957  -0.039
H  -3.09626  -1.82173  1.31045  0.048
O  -2.39273  4.27449  -0.32349  -0.086
H  -1.53288  3.90935  -0.07388  0.003
H  -2.60237  3.59398  -0.99850  0.016
O  0.61359  3.79346  -3.58851  -0.083
H  -0.26814  3.54717  -3.33974  0.007
H  0.98580  3.16704  -4.29586  0.062
O  -1.11361  -2.06086  -1.76763  -0.044
H  -0.70651  -1.51891  -2.42807  0.013
H  -0.34541  -2.38158  -1.24997  0.028
O  1.63256  2.23783  3.91240  -0.096
H  1.45999  2.91802  4.58592  0.043
H  0.61006  2.34371  3.74430  0.103
O  -0.51404  -2.66619  1.49283  -0.051
H  -1.44956  -2.86661  1.48060  0.016
H  -0.33672  -1.81940  1.06502  0.013
O  0.57467  -0.52901  3.05982  -0.046
H  0.92235  0.35579  3.39418  0.037
H  1.07735  -1.13162  3.54020  -0.016
O  2.73337  -2.63844  0.52881  -0.063
H  3.46047  -2.92040  0.02212  0.003
H  2.91307  -2.74685  1.50496  0.041
O  2.43612  -3.88143  3.33043  -0.148
H  1.55124  -3.36045  3.45340  0.063
H  2.05575  -4.55598  2.64572  0.037
O  -2.87709  1.82119  -0.40631  -0.030
H  -3.13711  1.15876  -0.99136  0.000
H  -3.79642  1.97465  -0.13494  0.099
O  0.07792  1.19917  -4.20507  0.016
H  0.74131  1.13736  -4.80724  -0.004
H  0.29373  0.60520  -3.50627  0.023
O  4.48796  1.22291  -0.52063  -0.044
H  4.02219  1.91191  -0.04573  -0.007
H  5.04971  1.67140  -1.15054  0.035
O  0.67168  -4.22297  -1.89490  -0.063
H  -0.31571  -4.11190  -1.61043  0.103
H  1.01936  -5.03814  -1.58480  0.035
O  0.82063  5.08460  0.63116  -0.112
H  0.86613  5.11282  1.63009  0.065
H  1.50079  4.76165  0.00241  -0.009
O  2.64707  3.59724  -0.36735  -0.066
H  2.66929  2.81974  0.16766  -0.006
H  1.92776  3.29354  -0.97586  0.066
O  -3.19764  0.47839  -3.24966  -0.009
H  -2.96205  0.40633  -4.08816  -0.053
H  -3.92819  -0.22374  -3.16696  0.108
O  -1.62216  -0.36696  0.27993  0.091
H  -2.03028  0.38153  0.38161  -0.068
H  -1.38796  -0.54692  -0.51138  -0.090
O  1.20266  -2.02659  -3.24248  0.026
H  1.48697  -2.59959  -2.59559  -0.029
H  1.70468  -1.28561  -3.18765  -0.008

Computed energies relative to the best structure, in eV: entry a 0.000; entry b 2.560

Entry a
Below is a cluster of 2 separate species, C2HF2N in total, with properties calculated with ωB97M-V with the def2-TZVPD basis set.

Its charge is 0. Its LUMO energy is 0.821 eV. The calculation puts the orbital gap at 10.797 eV. For the HOMO energy, the calculation gives -0.3666 Eh.

Each line ends with the Löwdin charge.
Positions of all 6 atoms, in Å:
C  1.12209  -1.24686  0.74390  0.025
C  -0.57705  1.33822  -0.79340  -0.197
N  0.70537  -0.47306  -0.00068  0.084
F  -1.35026  1.81118  0.13696  0.048
F  -1.34748  0.51896  -1.47394  0.015
H  1.44733  -1.94845  1.38715  0.025

Entry b
Below is a cluster of 2 separate species, C2HF2N in total, with properties calculated with ωB97M-V with the def2-TZVPD basis set.

Its charge is 0. Its LUMO energy (alpha / beta) is -2.085 / -3.595 eV. The calculation puts the orbital gap (alpha / beta) at 10.029 / 7.165 eV. For the HOMO energy (alpha / beta), the calculation gives -0.4452 / -0.3954 Eh.

Each line ends with the Löwdin charge.
Positions of all 6 atoms, in Å:
C  -1.87296  0.23638  0.04471  -0.148
C  0.93664  -0.04975  0.07775  -0.123
N  -2.94583  0.51915  -0.19190  -0.038
F  1.42216  -0.86132  1.07943  0.041
F  0.88146  -0.79681  -0.99544  0.087
H  1.57853  0.95234  -0.01455  0.181

Computed energies relative to the best structure, in eV: entry a 0.000; entry b 2.252